Computed, not measured: a molecular structure, C52H49Br2IrNO2P2SSi in a non-equilibrium geometry, with ωB97M-V/def2-TZVPD.

Properties
Electronic energy (Eh): -8838.536248
Total charge: +1
Gap between HOMO and LUMO (alpha / beta) (eV): 3.33 / 3.48
Spin multiplicity: 1

Geometry as XYZ:
```
111
C52H49Br2IrNO2P2SSi (ωB97M-V/def2-TZVPD)
Ir 0.05980 0.15100 1.17380
C 1.79960 0.76550 -2.18500
Si 1.87550 0.20080 -0.33510
C 2.39130 -1.63500 -0.59440
C 3.58270 -2.04430 -1.17800
C 3.79900 -3.37650 -1.49440
C 2.81480 -4.32430 -1.25810
C 1.62250 -3.93970 -0.67370
C 1.41270 -2.60440 -0.34970
P -0.00270 -2.09120 0.66080
C 0.04650 -3.37860 1.94930
C -0.89430 -4.39960 2.01000
C -0.80400 -5.35650 3.00530
C 0.21240 -5.29460 3.94340
C 1.15130 -4.27670 3.88170
C 1.07460 -3.32250 2.88560
C -1.59960 -2.35910 -0.11800
C -4.00640 -1.89680 0.70730
C -4.67080 -2.83600 -0.21660
C -4.27530 -3.26340 -1.45170
C -2.98760 -3.27550 -1.99550
C -1.80630 -2.92760 -1.34230
C 2.98940 1.57190 0.42990
C 4.31140 1.74200 0.04870
C 5.01360 2.88480 0.39350
C 4.39120 3.89160 1.11510
C 3.07300 3.74310 1.50790
C 2.37990 2.58080 1.18730
P 0.63290 2.35470 1.67040
C 0.41600 2.65830 3.45100
C -0.85050 2.32920 3.94150
C -1.10630 2.36110 5.29650
C -0.10100 2.74080 6.17330
C 1.14580 3.09970 5.68950
C 1.41620 3.04460 4.33150
C -0.14610 3.81490 0.90560
C -0.88990 4.75690 1.60680
C -1.45330 5.83000 0.93510
C -1.28290 5.97060 -0.43230
C -0.54410 5.03160 -1.13650
C 0.01350 3.95720 -0.47060
H 2.80720 0.75950 -2.58940
H 1.40900 1.77000 -2.30940
H 1.20410 0.08870 -2.78910
H 4.35910 -1.32000 -1.37660
H 4.73960 -3.68000 -1.93090
H 2.98310 -5.36210 -1.50410
H 0.85480 -4.67080 -0.46420
H -1.69880 -4.44920 1.29020
H -1.53190 -6.15120 3.04050
H 0.27180 -6.03720 4.72440
H 1.94550 -4.22840 4.61010
H 1.79950 -2.51950 2.82790
H -4.49680 -0.91770 0.57500
H -5.71110 -2.94380 0.06160
H -5.03710 -3.76060 -2.03700
H -2.88370 -3.73420 -2.96730
H -0.88230 -3.24270 -1.81390
H 4.79530 0.97430 -0.53500
H 6.03920 3.00440 0.07830
H 4.92760 4.79460 1.36570
H 2.57670 4.54260 2.04280
H -1.62570 2.04020 3.24070
H -2.07910 2.07550 5.66860
H -0.29160 2.74210 7.23520
H 1.91680 3.41810 6.37320
H 2.39950 3.29890 3.96420
H -1.01600 4.66070 2.67670
H -2.01550 6.56740 1.48760
H -1.71790 6.81470 -0.94440
H -0.39890 5.14550 -2.19930
H 0.59630 3.22080 -1.00420
Br -4.38360 -5.32700 1.16970
C -3.80540 -2.14530 2.18070
C -4.37210 -2.46480 3.37720
C -3.52210 -2.31290 4.48130
Br -4.21030 -2.83780 6.17010
C -2.22140 -1.74980 4.41600
C -1.38590 -1.58620 5.52860
C -0.11870 -1.01880 5.37850
C 0.27480 -0.54130 4.16070
N -0.51780 -0.64370 3.06120
C -1.68760 -1.31400 3.14430
C -2.48440 -1.68270 2.07770
O -2.53700 -1.55820 0.60950
H -5.37390 -2.84010 3.49280
H -1.70660 -1.92180 6.49960
H 0.54680 -0.95960 6.22260
H 1.23220 -0.06010 4.00810
C -6.08060 2.75850 1.25980
C -4.86910 1.98350 0.75130
C -3.90310 2.89560 0.01130
S -2.53890 2.00520 -0.85290
O -2.02480 1.01390 0.14160
C -3.56640 1.00170 -2.03130
C -2.97500 1.20630 -3.41680
C -1.56260 0.64190 -3.48250
H -6.76350 2.09910 1.79010
H -6.61680 3.20000 0.42250
H -5.77360 3.55020 1.93770
H -5.22460 1.19520 0.08160
H -4.34570 1.52050 1.59070
H -3.40840 3.58020 0.70290
H -4.40130 3.48570 -0.75960
H -4.60340 1.32460 -1.99690
H -3.48660 -0.03840 -1.71890
H -2.95270 2.27570 -3.63750
H -3.61150 0.72580 -4.16130
H -0.97550 1.04150 -2.65770
H -1.07750 0.90470 -4.41970
H -1.57620 -0.44290 -3.39420
```


Computed, not measured: a single C5H11N5S molecule in a non-equilibrium geometry, with ωB97M-V/def2-TZVPD.

Properties
Electronic energy (Eh): -868.879602
Gap between HOMO and LUMO (alpha / beta) (eV): 5.53 / 5.57
Spin multiplicity: 1

Geometry as XYZ:
```
22
C5H11N5S (ωB97M-V/def2-TZVPD)
C -2.12817 1.88193 -0.31755
N -1.99726 0.46598 -0.56498
C -2.06696 0.12968 -1.96654
C -0.96849 -0.19775 0.17700
C 0.48755 0.23638 -0.14338
N 1.44698 -0.49338 0.59727
N 1.17684 -1.19454 1.58311
N 1.95158 -1.84531 2.28888
C 3.32156 -1.83539 2.03459
N 3.87555 -1.18069 1.12869
S 4.75948 -0.45811 0.09818
H -3.13010 2.20005 -0.61873
H -2.01154 2.07437 0.74959
H -1.39638 2.49147 -0.87024
H -1.25464 0.56975 -2.56205
H -2.03796 -0.95339 -2.07596
H -3.01282 0.49367 -2.36804
H -1.04992 -1.27236 -0.00524
H -1.14208 -0.02272 1.24361
H 0.61634 1.30454 0.07275
H 0.70667 0.07832 -1.20515
H 3.85377 -2.47252 2.72419
```


So what do the calculations give for molecular weight? Going down the list: 1194.1, 173.2 g/mol.
So what do the calculations give for energy above the lowest of the compared OMol25 structures with the same formula, charge and spin? Going down the list: 233.92, 48.69 kcal/mol.